This record from the Open Molecules 2025 dataset describes a single C17H20BrNO3 molecule. The level of theory is wB97M-V/def2-TZVPD.

Charge = 0
SMILES = O=C(COC(=O)c1ccccc1Br)NCCC1=CCCCC1
Lowest unoccupied orbital energy = 0.4 eV
ΔE to the lowest compared entry with this formula, charge and spin = 39.1 kJ/mol
Kohn-Sham gap = 9.2 eV
DFT total energy = -95629.3521 eV

Last column: Löwdin charge in e.
Positions of all 42 atoms, in Å:
1 O -3.167 0.033 -1.781  0.073
2 C -2.031 -0.044 -2.192  -0.473
3 N -1.005 0.706 -1.760  0.079
4 H -0.090 0.589 -2.175  0.119
5 C -1.107 1.576 -0.611  -0.158
6 H -2.168 1.652 -0.368  0.117
7 H -0.722 2.567 -0.874  0.132
8 C -0.321 1.010 0.579  -0.144
9 C -0.391 1.925 1.770  -0.258
10 C 0.665 2.604 2.195  -0.058
11 C 0.658 3.535 3.368  -0.198
12 C -0.762 3.884 3.803  -0.207
13 C -1.608 2.617 3.846  -0.199
14 C -1.733 2.038 2.440  -0.158
15 H -2.205 1.054 2.476  0.121
16 H -2.379 2.685 1.839  0.122
17 H -1.128 1.886 4.500  0.118
18 H -2.599 2.833 4.249  0.108
19 H -1.201 4.583 3.088  0.116
20 H -0.745 4.368 4.781  0.106
21 H 1.211 4.444 3.114  0.108
22 H 1.193 3.058 4.196  0.114
23 H 1.620 2.487 1.698  0.107
24 H -0.738 0.033 0.836  0.095
25 H 0.721 0.870 0.280  0.115
26 C -1.634 -1.032 -3.306  -0.046
27 H -2.524 -1.568 -3.637  0.139
28 H -1.169 -0.492 -4.138  0.136
29 O -0.737 -2.026 -2.819  -0.033
30 C 0.566 -1.773 -2.845  -0.480
31 O 1.058 -0.753 -3.271  0.109
32 C 1.364 -2.913 -2.318  -0.157
33 C 1.038 -3.594 -1.148  -0.578
34 C 1.817 -4.654 -0.710  -0.120
35 C 2.925 -5.042 -1.442  -0.070
36 C 3.272 -4.359 -2.597  -0.068
37 C 2.500 -3.297 -3.026  -0.010
38 H 2.756 -2.747 -3.919  0.124
39 H 4.145 -4.652 -3.160  0.106
40 H 3.523 -5.873 -1.100  0.108
41 H 1.554 -5.166 0.203  0.100
42 Br -0.426 -3.051 -0.066  0.845

Force components x, y, z for each atom (eV/Å):
-0.482 -0.059 0.165
0.401 -0.407 -0.601
0.404 0.312 0.145
-0.182 -0.119 -0.100
-0.047 -0.082 0.219
0.101 0.118 -0.039
-0.086 -0.028 0.076
-0.033 0.308 -0.073
-0.008 -0.214 -0.220
0.166 0.076 0.128
-0.144 0.143 0.023
0.136 -0.159 0.183
-0.161 0.191 -0.175
0.057 0.079 0.266
-0.059 -0.024 -0.076
-0.110 -0.061 -0.021
-0.013 -0.055 0.067
0.006 -0.058 0.055
-0.036 0.075 -0.010
-0.027 0.066 -0.036
0.044 -0.026 0.060
0.052 0.079 0.026
0.078 -0.138 -0.158
0.036 -0.046 -0.047
0.010 -0.066 0.010
-0.359 0.452 -0.160
0.142 0.131 0.103
-0.095 -0.107 0.087
0.037 -0.288 -0.090
0.178 0.144 -0.101
-0.025 -0.084 -0.025
0.040 -0.135 0.148
-0.110 0.078 -0.004
-0.096 0.033 0.048
-0.003 0.055 -0.040
0.008 -0.004 -0.019
-0.105 0.062 0.055
0.037 0.053 -0.071
0.072 -0.028 -0.058
0.055 -0.072 0.034
-0.020 -0.016 0.061
0.139 -0.176 0.166

***

This record from the Open Molecules 2025 dataset describes a single C3Cl2O molecule. The level of theory is wB97M-V/def2-TZVPD.

Charge = 0
Lowest unoccupied orbital energy = -1.9 eV
ΔE to the lowest compared entry with this formula, charge and spin = 446.2 kJ/mol
Kohn-Sham gap = 8.1 eV
DFT total energy = -30195.6580 eV

Last column: Löwdin charge in e.
Positions of all 6 atoms, in Å:
1 C 0.153 1.414 0.144  -0.345
2 C -0.333 -1.533 -0.616  -0.214
3 C -0.489 0.421 0.195  -0.373
4 O -1.312 -0.570 0.108  -0.108
5 Cl 1.259 2.896 -0.183  0.501
6 Cl 0.723 -2.630 0.352  0.539

Force components x, y, z for each atom (eV/Å):
3.739 4.580 -0.860
-0.502 0.333 0.164
-0.571 0.310 -0.232
1.634 -3.325 0.134
-2.651 -3.514 0.922
-1.648 1.615 -0.129

***

This record from the Open Molecules 2025 dataset describes a molecular structure, C47H38F3LuN12O. The level of theory is wB97M-V/def2-TZVPD.

Charge = +2
Lowest unoccupied orbital energy = -5.0 eV
ΔE to the lowest compared entry with this formula, charge and spin = 270.1 kJ/mol
Kohn-Sham gap = 7.7 eV
DFT total energy = -111046.1816 eV

Last column: Löwdin charge in e.
Positions of all 102 atoms, in Å:
1 Lu -0.261 1.606 0.186  1.704
2 C 1.025 4.640 0.992  -0.101
3 N -0.346 4.153 0.711  -0.240
4 C -1.212 4.408 1.871  -0.131
5 C -0.842 3.536 3.044  -0.282
6 C -1.299 3.828 4.326  0.009
7 C -0.835 3.070 5.388  -0.017
8 C 0.086 2.063 5.137  -0.041
9 C 0.441 1.809 3.825  -0.136
10 N -0.028 2.505 2.785  0.027
11 C -0.920 4.852 -0.453  -0.132
12 C -0.118 4.625 -1.706  -0.267
13 C -0.194 5.521 -2.764  0.011
14 C 0.550 5.266 -3.903  -0.018
15 C 1.372 4.149 -3.925  -0.027
16 C 1.362 3.302 -2.833  -0.131
17 N 0.621 3.513 -1.746  0.043
18 C 2.162 3.784 0.471  -0.270
19 C 3.371 4.395 0.149  0.010
20 C 4.445 3.616 -0.248  -0.011
21 C 4.280 2.239 -0.306  -0.031
22 C 3.051 1.708 0.040  -0.128
23 N 2.007 2.451 0.433  -0.035
24 H 1.168 4.681 2.078  0.140
25 H 1.146 5.658 0.605  0.144
26 H -2.253 4.217 1.585  0.136
27 H -1.153 5.465 2.173  0.150
28 H -1.996 4.635 4.491  0.131
29 H -1.162 3.269 6.395  0.125
30 H 0.521 1.499 5.948  0.117
31 H 1.152 1.029 3.588  0.119
32 H -1.003 5.931 -0.256  0.143
33 H -1.934 4.466 -0.636  0.139
34 H -0.838 6.384 -2.706  0.127
35 H 0.502 5.930 -4.749  0.122
36 H 1.989 3.934 -4.782  0.117
37 H 1.989 2.419 -2.811  0.109
38 H 3.473 5.467 0.211  0.129
39 H 5.393 4.068 -0.499  0.126
40 H 5.090 1.595 -0.609  0.118
41 H 2.895 0.632 0.031  0.103
42 C -1.966 -0.996 5.324  -0.064
43 N -2.056 -0.363 4.031  -0.099
44 C -1.247 -0.434 2.975  -0.150
45 N -1.665 0.404 2.025  -0.025
46 C -2.771 0.967 2.589  -0.195
47 N -3.014 0.525 3.790  0.153
48 C -1.330 -2.359 5.298  -0.206
49 C -0.442 -2.730 6.302  -0.024
50 C 0.140 -3.987 6.291  -0.043
51 C -0.113 -4.869 5.254  0.006
52 C -1.013 -4.509 4.258  -0.127
53 C -1.640 -3.266 4.300  0.017
54 C -1.239 -5.275 3.040  -0.288
55 N -2.346 -5.352 2.370  0.113
56 N -2.045 -5.829 1.155  0.115
57 C -0.763 -6.017 1.118  -0.276
58 O -0.186 -5.710 2.308  0.161
59 C 0.093 -6.093 -0.062  -0.127
60 C 1.273 -6.821 -0.148  -0.001
61 C 2.148 -6.576 -1.193  -0.049
62 C 1.898 -5.560 -2.103  -0.025
63 C 0.713 -4.842 -2.028  -0.190
64 C 0.450 -3.619 -2.888  -0.049
65 N 0.179 -2.504 -2.000  -0.095
66 C 0.980 -1.593 -1.439  -0.114
67 N 0.312 -0.892 -0.521  -0.017
68 C -0.936 -1.462 -0.567  -0.247
69 N -1.025 -2.416 -1.444  0.128
70 C -0.207 -5.150 -1.040  0.023
71 H -2.988 -1.047 5.709  0.150
72 H -1.395 -0.339 5.989  0.121
73 H -0.406 -1.096 2.900  0.146
74 H -3.398 1.682 2.095  0.121
75 H -0.200 -2.038 7.095  0.117
76 H 0.819 -4.273 7.080  0.117
77 H 0.367 -5.835 5.228  0.128
78 H -2.348 -3.021 3.523  0.125
79 H 1.513 -7.561 0.598  0.125
80 H 3.063 -7.141 -1.274  0.114
81 H 2.628 -5.323 -2.861  0.115
82 H -0.447 -3.758 -3.499  0.144
83 H 1.302 -3.391 -3.530  0.134
84 H 2.014 -1.454 -1.696  0.136
85 H -1.763 -1.186 0.064  0.095
86 H -1.135 -4.601 -0.972  0.107
87 F -0.808 -2.524 -8.245  0.146
88 C -0.538 -1.206 -8.243  -0.592
89 F 0.701 -1.069 -8.732  0.147
90 F -1.377 -0.640 -9.122  0.158
91 C -0.697 -0.632 -6.859  -0.106
92 C 0.343 0.017 -6.208  0.003
93 C 0.137 0.515 -4.938  -0.029
94 C -1.095 0.373 -4.296  -0.255
95 C -2.128 -0.286 -4.960  -0.003
96 C -1.928 -0.782 -6.233  0.008
97 C -1.231 0.863 -2.967  -0.161
98 C -1.311 1.281 -1.822  -0.191
99 H 1.300 0.137 -6.691  0.122
100 H 0.933 1.031 -4.425  0.089
101 H -3.085 -0.397 -4.481  0.123
102 H -2.727 -1.286 -6.753  0.133

Force components x, y, z for each atom (eV/Å):
0.633 0.212 0.024
0.289 -0.137 0.072
-0.202 -0.567 -0.235
-0.220 -0.011 0.148
0.186 -0.019 0.181
0.167 -0.101 -0.107
0.016 -0.017 -0.202
0.004 0.065 -0.130
0.150 0.012 0.159
-0.119 0.325 -0.065
-0.246 -0.011 -0.361
0.067 -0.038 -0.049
0.066 -0.181 0.007
0.032 -0.085 0.164
-0.123 -0.033 0.077
0.134 -0.026 0.009
-0.453 0.132 0.074
0.179 0.161 0.221
-0.208 -0.227 0.085
-0.202 -0.219 0.076
-0.064 0.087 0.020
0.183 -0.182 0.075
-0.089 -0.106 -0.219
-0.099 0.074 -0.150
-0.052 -0.059 0.070
0.075 0.068 -0.053
-0.077 -0.143 -0.050
-0.018 0.130 -0.032
-0.064 0.081 0.113
0.056 -0.089 -0.011
0.028 -0.120 0.008
-0.012 -0.147 0.008
0.124 0.086 0.175
-0.029 0.117 0.061
0.004 0.108 -0.116
0.089 -0.065 -0.077
-0.005 -0.099 -0.060
-0.079 0.101 0.002
0.053 0.052 -0.039
0.020 -0.095 0.001
-0.006 0.084 -0.056
-0.080 -0.284 0.916
0.505 -0.018 -0.979
0.006 -0.114 -0.281
0.281 -0.025 -0.469
0.164 -0.176 -0.033
-0.879 0.561 0.286
0.011 -0.038 0.005
0.002 0.028 -0.106
0.071 -0.048 -0.026
-0.167 -0.014 -0.023
0.168 0.264 0.126
0.121 -0.105 0.139
-0.485 -0.202 -0.531
-0.079 0.498 1.587
0.632 -0.594 -1.433
-0.595 0.014 0.175
0.115 0.042 0.114
0.259 0.166 -0.296
-0.075 0.012 0.005
0.077 -0.020 0.042
-0.190 0.052 -0.026
0.069 0.018 -0.070
0.082 -0.743 -0.185
0.458 1.119 0.372
0.021 0.164 -0.001
-0.204 0.386 0.316
0.363 -0.144 -0.071
-1.118 -0.117 0.094
0.020 -0.196 0.071
0.083 0.064 -0.083
-0.114 -0.012 -0.070
0.139 -0.127 0.063
-0.163 0.151 -0.073
0.011 0.092 0.103
0.052 -0.008 0.071
0.073 -0.077 -0.026
-0.093 0.019 -0.140
0.042 -0.096 0.124
0.087 -0.100 0.023
0.116 0.005 -0.124
0.183 0.160 0.020
-0.100 0.092 0.074
0.105 -0.052 -0.123
-0.029 0.094 -0.077
0.001 -0.079 0.078
-0.076 -0.053 0.113
0.051 -0.243 -0.273
0.131 0.181 0.155
-0.058 0.113 0.118
0.012 0.033 0.045
-0.125 -0.112 -0.210
-0.016 0.040 0.075
0.289 -0.221 -0.336
-0.075 0.062 0.050
0.129 0.039 -0.119
-0.284 0.289 0.455
-0.010 0.235 0.534
0.072 -0.013 -0.089
0.115 0.029 0.038
-0.147 -0.041 0.101
-0.137 -0.071 -0.033

***

This record from the Open Molecules 2025 dataset describes a molecular structure, C22H22CdI2N3O2S. The level of theory is wB97M-V/def2-TZVPD.

Charge = +1
Lowest unoccupied orbital energy = -2.7 eV
ΔE to the lowest compared entry with this formula, charge and spin = 29.5 kJ/mol
Kohn-Sham gap = 7.4 eV
DFT total energy = -63333.3932 eV

Last column: Löwdin charge in e.
Positions of all 53 atoms, in Å:
1 Cd -0.321 -0.535 -0.265  1.422
2 I 4.284 -1.896 5.364  0.888
3 C 2.660 -1.794 4.070  -0.752
4 C 2.127 -2.955 3.530  -0.221
5 C 1.042 -2.871 2.673  -0.641
6 I 0.265 -4.603 1.819  0.971
7 C 0.450 -1.648 2.336  -0.474
8 O -0.604 -1.589 1.542  -0.319
9 C 1.025 -0.477 2.877  -0.186
10 C 0.454 0.866 2.515  -0.147
11 N 0.680 1.213 1.082  -0.112
12 C 2.088 1.364 0.724  -0.143
13 C 2.515 0.684 -0.566  -0.254
14 C 3.799 0.916 -1.048  -0.005
15 C 4.228 0.265 -2.186  -0.025
16 C 3.364 -0.612 -2.832  -0.037
17 C 2.107 -0.791 -2.304  -0.117
18 N 1.690 -0.153 -1.196  -0.009
19 C 2.112 -0.564 3.737  -0.128
20 H 2.554 -3.919 3.771  0.084
21 H 0.893 1.633 3.160  0.125
22 H -0.626 0.870 2.668  0.124
23 H 0.178 2.067 0.866  0.105
24 H 2.698 0.921 1.516  0.129
25 H 2.376 2.417 0.664  0.136
26 H 4.448 1.601 -0.518  0.128
27 H 5.226 0.434 -2.568  0.123
28 H 3.658 -1.146 -3.723  0.117
29 H 1.397 -1.464 -2.766  0.114
30 H 2.529 0.343 4.160  0.101
31 S -4.372 1.871 -0.385  1.130
32 C -3.239 0.598 -0.277  -0.447
33 N -2.070 0.825 -0.797  -0.066
34 C -2.004 2.106 -1.335  -0.332
35 C -0.890 2.666 -1.965  -0.032
36 C -0.992 3.954 -2.442  -0.062
37 C -2.183 4.683 -2.304  -0.061
38 C -3.289 4.138 -1.690  -0.065
39 C -3.186 2.834 -1.202  -0.456
40 H -3.483 -0.336 0.210  0.073
41 H 0.020 2.090 -2.085  0.096
42 H -0.146 4.411 -2.938  0.112
43 H -2.235 5.692 -2.690  0.115
44 H -4.206 4.703 -1.590  0.119
45 C -3.857 -3.260 -0.509  -0.070
46 C -2.643 -3.273 -1.409  -0.273
47 O -1.566 -2.474 -0.882  -0.229
48 H -4.595 -3.976 -0.872  0.087
49 H -4.332 -2.279 -0.487  0.057
50 H -3.591 -3.545 0.511  0.086
51 H -2.864 -2.859 -2.391  0.117
52 H -2.275 -4.291 -1.549  0.118
53 H -1.300 -2.855 -0.023  -0.015

Force components x, y, z for each atom (eV/Å):
-0.140 0.394 -0.050
0.063 -0.003 0.045
-0.073 0.033 -0.049
-0.037 0.013 -0.034
0.134 -0.028 0.134
-0.051 -0.037 -0.041
-0.111 0.116 -0.086
-0.040 -0.099 -0.048
0.092 -0.034 0.009
-0.055 0.036 0.008
0.079 -0.201 -0.105
0.046 0.005 0.037
0.008 0.014 -0.013
-0.030 0.023 0.020
0.011 -0.016 -0.021
-0.009 0.012 0.009
-0.002 0.016 0.001
-0.049 -0.106 -0.027
0.014 -0.027 -0.012
0.002 0.000 0.002
-0.014 0.000 0.009
-0.001 -0.011 -0.008
0.002 0.019 0.026
-0.015 0.002 0.010
0.000 -0.002 -0.005
0.004 0.000 -0.005
-0.001 -0.001 -0.001
0.007 0.001 0.001
0.002 -0.003 0.001
-0.002 0.000 0.004
-0.023 0.001 -0.012
0.022 -0.006 -0.002
-0.017 -0.020 0.062
0.092 -0.098 -0.021
-0.033 0.025 0.011
-0.014 0.003 0.001
0.033 0.008 -0.015
-0.001 -0.028 0.019
-0.019 0.070 -0.020
0.000 0.009 0.007
-0.001 -0.004 0.003
-0.004 0.005 -0.001
-0.001 -0.001 -0.001
-0.004 -0.006 0.003
-0.040 -0.028 0.019
0.127 0.062 -0.168
0.116 -0.104 0.287
-0.004 0.012 -0.007
0.009 0.001 0.001
0.017 -0.005 -0.005
-0.032 -0.009 0.003
-0.004 -0.002 0.005
-0.052 -0.004 0.023

***

This record from the Open Molecules 2025 dataset describes 2 unconnected molecules or ions with the total composition C7H16N2P2. The level of theory is wB97M-V/def2-TZVPD.

Charge = 0
Lowest unoccupied orbital energy = -0.6 eV
ΔE to the lowest compared entry with this formula, charge and spin = 0.0 kJ/mol
Kohn-Sham gap = 7.5 eV
DFT total energy = -29073.0353 eV

Last column: Löwdin charge in e.
Positions of all 27 atoms, in Å:
1 C 1.300 -1.279 -0.024  -1.043
2 C 2.905 1.558 -1.289  -0.081
3 C 2.414 1.400 1.271  -0.039
4 C -3.133 -1.119 -1.048  -0.126
5 C -1.717 0.619 -0.113  -0.062
6 C 2.655 0.594 -0.099  -0.465
7 C -2.781 -0.487 0.225  -0.483
8 N 1.465 -0.100 -0.468  -0.065
9 N -2.271 -1.513 1.213  -0.019
10 P 0.088 -2.497 0.070  0.678
11 P 1.988 -2.748 0.745  0.616
12 H 3.694 2.088 -0.930  0.014
13 H 3.092 1.073 -2.290  0.093
14 H 2.055 2.304 -1.334  0.096
15 H 2.921 0.838 2.091  0.071
16 H 1.345 1.614 1.480  0.071
17 H 2.959 2.342 1.221  0.054
18 H -2.288 -1.773 -1.377  0.049
19 H -3.947 -1.936 -0.946  0.109
20 H -3.296 -0.416 -1.818  0.064
21 H -2.088 1.311 -0.726  0.024
22 H -0.801 0.233 -0.586  0.046
23 H -1.408 1.189 0.732  0.061
24 H 3.444 -0.165 -0.061  0.109
25 H -3.711 0.006 0.623  0.136
26 H -1.754 -1.200 1.972  0.032
27 H -3.130 -1.935 1.468  0.059

Force components x, y, z for each atom (eV/Å):
0.663 1.540 -0.535
-2.271 -0.718 -0.016
1.112 -1.021 -0.684
-0.182 -4.317 -0.379
1.022 -3.405 2.269
-0.755 0.922 -0.870
1.215 2.040 1.427
-1.340 -1.297 1.015
-1.242 0.431 -3.292
-1.009 -1.610 -0.566
0.334 0.095 0.445
2.846 1.897 0.132
-0.237 0.426 1.235
0.703 -1.045 -0.210
-0.822 0.283 -0.377
0.684 -0.403 -0.252
-0.093 0.167 -0.072
-0.269 0.688 0.086
0.703 1.663 -0.251
-0.684 0.658 -0.796
-1.898 2.603 -2.771
-0.384 -0.136 0.231
0.328 0.184 1.108
0.484 0.432 0.538
0.866 -0.182 -0.056
0.620 1.148 1.631
-0.394 -1.042 1.011

***

What is the DFT total energy in the third record?
-111046.1816 eV

***

Among the records above, which one has the highest Kohn-Sham gap?
C17H20BrNO3